# 1
40
Properties=species:S:1:pos:R:3:forces:R:3 method="wB97M-V/def2-TZVPD" lumo_ev="-10.3 / -9.9" charge=+2 e_tot_ha=-2644.308773 homo_ev="-16.502 / -16.537" spin_multiplicity=2
V 0.219 0.089 -0.064 2.6570 0.0033 -0.5266
H 1.085 1.437 -1.155 -0.1699 -0.5234 -0.9985
H 0.771 0.940 -1.709 0.4304 1.0030 0.5141
P -1.112 1.927 0.731 -1.0570 2.4668 1.4674
P -0.447 -1.334 -1.849 0.9045 -2.5485 -1.9071
C -0.511 -3.069 -1.291 -0.2680 0.4211 1.1168
H -0.416 -3.740 -2.157 -0.0408 0.3950 0.1618
H 0.316 -3.226 -0.585 -0.2118 -0.1945 -0.2397
H -1.462 -3.235 -0.774 0.1289 -0.2340 -0.1050
C -1.639 -1.340 -3.223 -0.7189 1.1518 0.2985
H -1.547 -0.423 -3.815 -0.0474 -0.1196 0.0386
H -1.486 -2.201 -3.889 0.3261 0.1359 0.4828
H -2.658 -1.384 -2.825 0.0914 -0.0214 -0.1058
C 1.173 -1.388 -2.706 0.2034 0.7380 0.2501
H 1.974 -1.534 -1.968 -0.1028 -0.0563 -0.2143
H 1.173 -2.213 -3.434 -0.0920 0.2540 0.2466
H 1.346 -0.432 -3.214 0.1350 -0.2780 -0.1873
C -2.672 2.722 0.171 -0.0798 -0.6873 -0.6810
H -2.916 3.595 0.798 0.3928 -0.3885 -0.0501
H -2.566 3.056 -0.870 -0.1161 -0.0951 0.2431
H -3.495 2.000 0.240 0.1191 0.2085 -0.0827
C -1.414 1.772 2.540 0.2590 -0.8860 -0.1384
H -0.470 1.496 3.030 -0.3088 0.0567 0.0561
H -1.771 2.726 2.951 0.1077 -0.1972 -0.3291
H -2.159 0.985 2.714 0.1665 0.2003 0.1341
C 0.037 3.368 0.737 0.4105 -0.6334 -0.4814
H 0.221 3.687 -0.296 0.0203 0.1411 0.2697
H -0.400 4.192 1.319 0.0647 -0.3157 -0.1612
H 0.986 3.049 1.189 -0.0844 0.3027 -0.0444
C 0.007 -1.223 1.429 -2.4316 -2.8539 4.7378
O -0.514 -1.666 2.378 1.9581 1.5297 -3.4814
H -1.251 -0.351 -0.454 -0.5669 -0.2178 -0.1211
C 2.564 -0.619 2.819 -0.0437 -0.0779 0.0313
S 2.793 -1.422 1.237 3.3203 -1.3817 1.2430
O 2.804 -0.322 0.235 -2.2989 0.4105 -0.4183
O 4.048 -2.140 1.378 -1.8064 0.9517 -0.6213
O 1.655 -2.378 0.976 -1.2543 1.3128 -0.2085
H 3.600 -0.380 3.075 -0.2129 0.2326 0.1004
H 2.177 -1.319 3.568 0.0475 0.0957 -0.2898
H 1.958 0.298 2.761 0.1697 -0.3008 0.0010



# 2
29
Properties=species:S:1:pos:R:3:forces:R:3 method="wB97M-V/def2-TZVPD" lumo_ev=-2.8 charge=+1 e_tot_ha=-796.976553 homo_ev=-12.966 de_lowest_kcal_mol=14.31
C 4.832 0.140 -0.315 0.4448 0.1981 -0.6572
C 4.009 -0.084 -1.404 -2.0314 0.2266 0.4116
C 4.282 0.548 0.918 2.0430 1.5024 -0.2431
C 2.620 0.174 -1.254 -0.0920 -1.1679 -1.0259
C 2.909 0.674 1.147 0.7304 -0.8100 -2.5725
C 2.211 0.458 -0.002 -3.2679 0.3971 -0.0559
C -4.190 -0.296 0.593 0.0606 0.6017 -0.2032
C -1.434 -1.908 0.548 -0.9443 -0.0065 -0.1422
C -2.238 0.176 -1.798 1.3065 0.7904 -0.3196
N -1.809 0.994 1.166 -0.7158 0.7356 -1.8526
F 0.418 0.648 0.076 4.1155 -0.3980 -0.0439
Si -2.452 -0.403 0.037 1.2342 -0.2504 -1.1210
H 5.929 0.106 -0.521 -1.0113 -0.0097 0.7510
H 4.231 -0.457 -2.389 0.8970 0.1059 -0.0064
H 5.052 1.107 1.519 -1.1607 -1.2773 0.3260
H 1.933 -0.042 -2.096 0.4267 0.4001 0.8111
H 2.407 0.869 2.017 -0.6693 0.8383 2.2151
H -4.799 0.120 -0.200 -0.3487 -0.1719 -0.1161
H -4.473 -1.285 0.840 -0.8299 -1.1054 0.1223
H -4.360 0.307 1.481 0.1221 0.0808 0.1042
H -0.420 -1.608 0.633 1.3243 0.1016 -1.0549
H -1.561 -2.010 1.593 -0.9733 -0.2843 1.5452
H -1.584 -2.942 0.161 0.1295 1.0942 -0.2268
H -3.122 0.826 -2.094 1.2026 -0.8094 0.1250
H -1.215 0.662 -2.139 -2.0673 -0.3976 1.3172
H -2.146 -0.703 -2.465 -0.7813 0.0854 0.4466
H -2.149 1.056 2.094 -1.0496 0.0698 0.9308
H -2.058 1.839 0.608 0.0837 -0.3908 0.8814
H -0.824 1.033 1.246 1.8219 -0.1487 -0.3461



# 3
112
Properties=species:S:1:pos:R:3:forces:R:3 method="wB97M-V/def2-TZVPD" lumo_ev=-9.5 charge=+3 e_tot_ha=-8413.269426 homo_ev=-14.526 de_lowest_kcal_mol=0.00
Ti 0.502 0.426 -0.819 -0.3943 0.1390 0.6151
I 4.948 0.914 5.394 0.0073 0.0027 0.0031
C 3.686 0.486 3.806 -0.0367 0.0084 -0.0350
C 3.406 -0.839 3.479 -0.0138 0.0287 -0.0117
C 2.571 -1.127 2.413 -0.0638 0.0683 0.0004
I 2.041 -3.103 2.055 -0.0428 -0.0216 -0.0462
C 2.045 -0.087 1.652 -0.0628 -0.0370 0.0697
O 1.288 -0.346 0.538 0.2712 -0.0186 -0.0903
C 2.258 1.239 2.014 0.0422 0.0238 0.0518
C 1.608 2.382 1.285 0.0503 0.0042 -0.0012
N 0.300 2.014 0.669 -0.1438 -0.1196 0.0357
C -0.430 3.207 0.198 -0.0340 0.0424 -0.0048
C -0.314 3.339 -1.289 -0.0288 0.0582 0.0059
C -0.659 4.519 -1.929 0.0156 -0.0473 0.0204
C -0.570 4.592 -3.307 0.0188 -0.0251 0.0011
C -0.128 3.477 -4.009 -0.0138 -0.0250 0.0331
C 0.207 2.345 -3.302 0.0162 -0.0037 -0.0524
N 0.116 2.259 -1.962 0.0382 -0.0379 0.0396
C 3.085 1.516 3.095 -0.0126 -0.0615 -0.0048
H 3.825 -1.643 4.068 0.0037 -0.0121 0.0071
H 1.438 3.194 1.998 0.0130 -0.0282 -0.0382
H 2.253 2.771 0.494 -0.0014 -0.0028 0.0098
H -0.263 1.548 1.388 0.0472 0.0336 0.0133
H -1.483 3.107 0.467 0.0311 -0.0146 -0.0252
H -0.048 4.107 0.685 -0.0379 -0.0314 -0.0020
H -0.987 5.368 -1.346 -0.0051 0.0180 0.0176
H -0.831 5.504 -3.827 -0.0081 0.0107 -0.0073
H -0.038 3.487 -5.085 0.0028 -0.0043 -0.0124
H 0.561 1.466 -3.822 -0.0196 0.0323 0.0158
H 3.259 2.544 3.384 0.0071 0.0306 0.0108
C 4.156 -1.289 -0.437 -0.0121 -0.0564 -0.0161
C 4.334 0.203 -0.431 0.0385 -0.0143 0.0272
C 5.368 0.763 0.310 0.0011 0.0361 -0.0151
C 5.634 2.121 0.254 -0.0126 -0.0424 0.0040
C 4.894 2.936 -0.586 -0.0426 -0.0176 -0.0321
C 3.839 2.427 -1.338 0.0433 -0.0006 -0.0408
C 3.122 3.334 -2.301 0.0459 0.0268 0.0097
C 3.548 1.066 -1.204 -0.1184 0.0709 -0.0428
N 2.385 0.485 -1.861 0.1979 -0.2208 -0.3687
C 2.515 -0.172 -2.955 -0.0394 0.0026 0.1894
C 3.753 -0.264 -3.772 -0.0015 0.0606 0.0968
C 1.296 -0.974 -3.353 -0.0478 -0.0270 0.0521
C 1.345 -1.785 -4.596 -0.0413 0.0145 -0.0135
N 0.309 -0.921 -2.529 -0.0726 0.1042 -0.1921
C -0.819 -1.818 -2.735 0.0403 0.0855 -0.0424
C -2.004 -1.339 -3.296 -0.0257 0.0331 0.0309
C -2.148 0.082 -3.763 0.0685 0.0406 -0.0582
C -3.048 -2.242 -3.459 0.0165 -0.0080 0.0577
C -2.912 -3.569 -3.080 0.0138 0.0207 -0.0093
C -1.717 -4.016 -2.541 -0.0119 0.0031 0.0144
C -0.645 -3.148 -2.362 -0.0057 -0.0720 -0.0259
C 0.666 -3.652 -1.829 0.0328 -0.0757 0.1033
H 4.564 -1.723 0.473 0.0080 0.0007 -0.0307
H 4.710 -1.730 -1.268 0.0076 -0.0202 -0.0493
H 3.114 -1.606 -0.519 0.0858 0.0157 -0.0099
H 5.983 0.117 0.922 0.0195 -0.0230 0.0167
H 6.446 2.538 0.833 0.0276 0.0086 0.0148
H 5.149 3.984 -0.684 0.0058 0.0204 -0.0057
H 3.797 4.122 -2.631 0.0050 0.0076 -0.0017
H 2.258 3.827 -1.849 -0.0110 0.0115 0.0055
H 2.782 2.804 -3.189 0.0134 -0.0065 -0.0155
H 4.509 0.439 -3.432 -0.0052 -0.0033 0.0093
H 3.528 -0.084 -4.824 -0.0099 0.0211 -0.0124
H 4.162 -1.275 -3.710 0.0123 -0.0398 0.0025
H 2.186 -2.481 -4.560 0.0138 -0.0069 0.0013
H 1.532 -1.127 -5.449 -0.0034 0.0091 -0.0181
H 0.426 -2.339 -4.762 0.0237 0.0240 0.0023
H -1.898 0.797 -2.978 -0.0112 -0.0340 -0.1026
H -3.171 0.277 -4.076 -0.0212 -0.0033 -0.0223
H -1.506 0.282 -4.626 0.0029 -0.0045 -0.0123
H -3.973 -1.901 -3.905 -0.0270 0.0124 -0.0233
H -3.732 -4.259 -3.224 -0.0179 -0.0164 -0.0025
H -1.602 -5.056 -2.268 -0.0004 -0.0257 0.0166
H 0.531 -4.610 -1.330 0.0119 0.0067 -0.0070
H 1.120 -2.963 -1.112 0.0075 -0.0030 0.0432
H 1.389 -3.815 -2.632 -0.0011 -0.0145 0.0063
C -4.177 -3.329 3.252 0.0516 -0.0699 0.1012
Ge -3.462 -2.232 4.713 -0.0207 -0.0073 0.0192
C -3.589 -3.181 6.402 0.0144 -0.0053 0.0028
C -4.343 -0.497 4.760 0.0055 0.0135 -0.0194
C -1.531 -2.013 4.290 0.0882 0.0075 -0.0216
Se -0.956 -0.383 3.364 -0.0254 0.0439 0.0045
C -0.115 0.500 4.879 -0.0260 0.0073 -0.0021
H -5.186 -3.669 3.478 -0.0335 -0.0023 -0.0024
H -3.560 -4.218 3.101 0.0041 -0.0110 0.0096
H -4.230 -2.764 2.324 -0.0240 0.0959 -0.1723
H -4.632 -3.301 6.690 -0.0186 -0.0061 -0.0006
H -3.081 -2.628 7.191 0.0002 0.0100 0.0112
H -3.140 -4.171 6.331 0.0080 -0.0092 -0.0024
H -5.422 -0.633 4.832 -0.0182 -0.0056 0.0100
H -4.123 0.081 3.862 -0.0056 0.0043 -0.0032
H -4.021 0.080 5.627 0.0134 0.0089 0.0018
H -1.192 -2.852 3.682 0.0269 -0.0329 -0.0145
H -0.928 -2.041 5.197 -0.0238 0.0153 0.0409
H -0.864 0.785 5.612 -0.0058 -0.0046 0.0018
H 0.391 1.391 4.512 -0.0103 0.0169 0.0059
H 0.616 -0.172 5.320 0.0154 0.0045 0.0044
C -5.287 1.962 0.408 -0.0086 -0.0002 -0.0044
C -4.463 1.566 -0.819 0.0172 0.0192 -0.0143
C -3.394 0.580 -0.491 -0.0026 -0.0146 0.0660
N -2.133 0.789 -0.624 -0.0320 -0.0615 -0.0933
N -1.363 -0.288 -0.242 0.1586 0.1935 -0.1320
C -2.067 -1.300 0.250 0.0281 -0.1012 0.0376
N -1.535 -2.408 0.749 0.0141 0.0321 -0.0473
S -3.761 -0.987 0.181 0.0004 -0.0409 0.0472
H -6.020 2.717 0.134 -0.0123 0.0083 -0.0017
H -4.654 2.368 1.196 0.0080 0.0113 0.0111
H -5.831 1.109 0.816 -0.0085 -0.0131 0.0094
H -3.974 2.433 -1.265 -0.0031 -0.0014 0.0082
H -5.113 1.135 -1.584 -0.0047 -0.0037 -0.0104
H -2.131 -3.114 1.154 0.0044 0.0027 0.0269
H -0.549 -2.427 0.992 -0.0238 -0.0151 -0.0306



# 4
48
Properties=species:S:1:pos:R:3:forces:R:3 method="wB97M-V/def2-TZVPD" lumo_ev=-7.2 charge=+2 e_tot_ha=-1423.781029 homo_ev=-15.003 de_lowest_kcal_mol=0.00
C 5.040 -3.173 -1.339 0.5499 0.4275 -0.3593
C 4.145 -3.383 -0.147 -0.2242 -0.1007 -0.0269
O 2.796 -3.822 -0.674 -1.1253 -0.3891 0.7987
C 1.851 -4.264 0.204 1.2995 -1.1281 0.9994
C 0.400 -3.899 -0.296 0.9471 0.3371 -2.5524
C -1.028 -4.223 0.125 -0.0377 1.6265 1.5368
N -2.141 -3.702 -0.351 2.1408 -1.0290 0.4490
C -3.353 -3.902 0.471 -0.0523 0.0842 0.7085
C -2.321 -2.728 -1.478 -0.1957 0.0609 -0.2110
O 2.070 -4.682 1.307 -0.4085 0.1667 -0.5817
H 6.100 -3.262 -1.066 -0.3173 -0.1228 0.2043
H 4.872 -3.897 -2.134 -0.1420 0.0044 0.0424
H 4.949 -2.156 -1.725 -0.2386 -0.1967 -0.2455
H 4.642 -4.089 0.546 -1.1010 0.1222 -0.2189
H 3.931 -2.416 0.321 0.1208 -0.4199 0.3114
H 0.450 -3.929 -1.382 0.0185 0.3755 -0.3139
H -1.024 -4.449 1.204 -0.7030 -1.0219 -0.5863
H -3.040 -4.138 1.495 -0.1526 0.0988 -0.2620
H -3.867 -2.943 0.454 -0.2928 -0.3343 0.2004
H -3.992 -4.728 0.135 0.2709 0.3679 -0.3692
H -1.586 -1.914 -1.467 0.1643 -0.5801 0.2619
H -2.379 -3.153 -2.489 0.1914 -0.3499 0.4880
H -3.289 -2.281 -1.258 0.1294 0.0021 -0.2997
Cl -2.452 6.316 0.741 0.2402 -0.0547 0.0244
C -0.794 5.724 0.783 -0.2626 -0.2381 0.0561
N -0.715 4.265 0.520 0.3115 -1.8677 -0.1661
C -1.405 3.394 1.607 -0.0130 1.3678 -0.2447
C -1.181 1.943 1.280 0.6220 -1.1510 -0.7868
N -0.357 1.862 0.063 0.2221 -2.0711 0.5232
F 0.499 -2.609 0.169 -0.8510 1.8527 0.0065
C 0.955 2.435 0.335 -0.0781 -1.3590 -0.1210
C 0.779 3.898 0.602 -0.4312 1.3934 -0.0053
C -0.993 2.400 -1.116 0.2651 -0.9497 -0.0564
C -1.199 3.874 -0.905 -0.1772 1.3432 0.5817
H -0.206 6.187 -0.009 -0.0865 0.2750 0.2535
H -0.366 5.866 1.780 -0.1097 0.2835 -0.3007
H -0.883 3.641 2.535 -0.4578 0.3539 -0.0185
H -2.460 3.662 1.612 0.1537 0.2375 0.2394
H -0.629 1.430 2.083 -0.1467 0.2922 -0.2359
H -2.112 1.366 1.169 0.1762 0.4134 -0.2402
H 1.391 1.918 1.208 -0.2636 0.2358 -0.3394
H 1.649 2.243 -0.494 -0.3396 0.1430 0.0578
H 1.260 4.503 -0.174 0.1331 0.1412 0.4856
H 1.073 4.156 1.623 0.2488 0.3173 -0.3344
H -0.351 2.203 -1.990 -0.1206 0.1846 0.3422
H -1.930 1.861 -1.326 0.1958 0.2732 0.3113
H -2.254 4.163 -0.971 0.4052 0.2633 -0.1116
H -0.544 4.432 -1.582 -0.4775 0.3192 0.1054



# 5
19
Properties=species:S:1:pos:R:3:forces:R:3 method="wB97M-V/def2-TZVPD" lumo_ev=-4.4 charge=+1 e_tot_ha=-803.978555 homo_ev=-14.339 de_lowest_kcal_mol=71.69
H -1.002 2.478 0.886 -0.5949 -1.8221 -0.8737
N -1.173 1.519 0.417 0.4274 2.2477 1.1252
C -0.107 1.175 -0.170 -3.3430 -1.3637 0.5281
C 1.118 1.890 -0.254 0.1587 1.6118 -1.8540
C -0.186 -0.233 -0.841 1.7563 1.6218 -1.7651
C 0.862 -1.186 -0.244 -1.6035 -3.4656 0.0028
C 0.519 -1.662 1.185 1.6848 4.0989 0.1865
N -1.556 -0.609 -0.829 -0.6478 -1.4855 1.1869
C -2.650 -0.768 -0.503 2.3712 1.1233 -1.1087
Cl -4.195 -0.610 -0.365 -1.6364 -0.3135 0.4430
H 1.813 1.274 0.189 2.2675 -1.0937 0.6887
H 1.117 2.848 0.270 -0.1629 -0.0820 -0.3236
H 1.282 1.979 -1.354 0.6414 0.3339 0.7887
H 0.043 -0.131 -1.954 -0.1312 0.0240 1.3145
H 0.854 -2.104 -0.882 0.3554 0.7729 0.1307
H 1.856 -0.789 -0.229 0.3296 0.5821 -0.4591
H 1.257 -2.262 1.681 0.7144 -0.2450 -0.1948
H -0.375 -2.170 1.280 -2.0814 -0.7286 0.0745
H 0.522 -0.638 1.717 -0.5058 -1.8166 0.1095



# 6
12
Properties=species:S:1:pos:R:3:forces:R:3 method="wB97M-V/def2-TZVPD" lumo_ev=-0.3 smiles="CC(C)=PC#N" e_tot_ha=-552.086859 homo_ev=-9.481 de_lowest_kcal_mol=2.21
C 1.108 1.320 0.257 0.2051 -0.0545 -0.0749
C 0.346 0.071 -0.050 0.0891 -0.5581 -0.2438
C -1.107 0.111 0.281 -0.0544 -0.1633 -0.0113
P 1.198 -1.220 -0.732 0.2413 0.9143 0.2915
C -0.106 -2.403 -0.879 -0.1132 -0.1610 -0.0330
N -0.878 -3.243 -1.014 -0.2902 -0.2870 -0.0456
H 1.083 1.522 1.329 -0.0280 0.0063 0.0502
H 0.653 2.177 -0.243 -0.0353 0.0338 -0.0269
H 2.148 1.244 -0.056 0.0626 0.0757 0.0162
H -1.606 0.862 -0.335 -0.0092 0.0765 -0.0143
H -1.244 0.406 1.322 -0.0045 0.0521 0.0608
H -1.595 -0.847 0.119 -0.0632 0.0652 0.0310



# 7
40
Properties=species:S:1:pos:R:3:forces:R:3 method="wB97M-V/def2-TZVPD" lumo_ev=0.3 smiles=CCCCNC(C)C.O.O.O.O.O e_tot_ha=-713.798637 homo_ev=-9.325 de_lowest_kcal_mol=47.97
C 0.785 2.818 -2.010 0.8673 0.1516 -0.5712
C 1.838 1.970 -1.164 -1.1049 1.8157 -1.1638
C 1.349 1.764 0.237 0.1672 -1.0657 0.7501
C 0.111 0.827 0.250 -0.2801 1.3018 -0.0387
N 0.331 -0.619 0.097 -0.5991 0.9934 -0.0517
C 0.784 -1.305 1.306 -1.2239 -0.9295 -0.1425
C -0.163 -1.249 2.509 -0.5131 -0.6609 0.1938
C 0.798 -2.841 0.997 2.0542 1.7927 -1.0197
H 1.351 3.683 -2.370 -0.1843 -0.1575 -0.4559
H -0.107 3.301 -1.592 0.2426 -0.6221 0.7895
H 0.413 2.243 -2.867 0.1236 0.2178 0.0316
H 2.761 2.563 -1.240 -0.0794 -0.4076 0.4239
H 2.004 1.049 -1.721 0.0963 -0.1534 0.5381
H 1.138 2.694 0.798 -0.1999 -0.1953 -0.6752
H 2.157 1.344 0.840 0.1105 -0.3095 -0.0555
H -0.515 1.157 -0.616 0.2871 -0.3326 0.6242
H -0.463 1.089 1.159 0.0120 -0.3338 -0.1430
H -0.622 -0.949 -0.056 0.3011 -0.4140 -0.2117
H 1.753 -0.892 1.590 0.2431 -0.4058 -0.2193
H -1.136 -1.724 2.234 0.4350 0.7735 -0.0109
H -0.302 -0.308 3.029 -0.0385 0.1855 -0.1019
H 0.234 -1.976 3.220 0.1234 0.2588 0.3075
H -0.175 -3.236 1.256 0.5287 -0.6330 0.1762
H 1.732 -3.175 1.447 -0.5803 -0.9076 0.6680
H 1.027 -2.964 -0.075 -0.4346 -0.0441 0.2356
O -1.619 -3.010 -0.445 -0.1909 -0.0882 -0.8941
H -1.033 -3.168 -1.215 -0.4888 -0.0264 0.6174
H -2.466 -3.430 -0.662 0.2816 0.1412 -0.0359
O 1.926 0.999 3.441 0.5017 -0.5416 -1.1053
H 1.774 0.627 2.550 -0.7732 0.3861 0.6088
H 2.880 0.868 3.407 0.3284 0.3326 0.8068
O -3.413 -0.674 -1.768 -0.9145 -0.2459 -0.6378
H -2.628 -1.196 -1.609 0.3070 0.4511 0.5963
H -3.514 0.158 -1.277 0.7202 -0.2877 -0.1078
O 1.304 -0.589 -3.411 -0.0345 -0.7490 -0.2250
H 1.431 0.353 -3.525 -0.1931 0.1108 0.3112
H 0.934 -0.781 -2.537 0.1832 0.5345 -0.0474
O -4.329 1.595 -0.441 -0.1922 -0.5489 0.1958
H -3.717 2.107 0.085 0.2135 0.2714 0.1712
H -4.613 0.878 0.150 -0.1026 0.3416 -0.1315



# 8
14
Properties=species:S:1:pos:R:3:forces:R:3 method="wB97M-V/def2-TZVPD" lumo_ev=-0.4 e_tot_ha=-415.822525 homo_ev=-7.937 de_lowest_kcal_mol=136.86
C 1.514 0.923 0.131 3.8461 -4.6132 0.6388
C -0.975 0.693 -0.282 7.3232 7.4820 -2.0942
C -1.679 -0.300 -0.233 -7.5083 -7.8535 2.5269
C 0.203 -1.303 0.106 5.9154 1.4505 -2.5263
H 1.473 1.938 0.298 -0.8627 2.0635 1.1614
H 2.178 0.299 0.932 -1.2343 2.1560 -1.3487
H 2.211 0.881 -0.746 -0.8704 -0.4503 -0.1391
H -1.150 1.783 -0.825 0.4205 -3.1616 2.1484
H -3.429 0.558 0.691 2.4706 -4.5417 -3.1770
H 2.129 -1.549 -0.059 -1.2505 -0.4480 -0.7280
N 0.320 0.168 0.101 -1.5618 -0.0199 -0.2059
N 1.233 -2.051 -0.289 -1.7535 1.2338 2.6180
O -2.979 -0.405 0.022 -3.5857 3.7572 2.0853
O -1.051 -1.635 0.153 -1.3484 2.9454 -0.9596